[1]
{
  "formula": "C44H53CrN2O4Se",
  "method": "wB97M-V/def2-TZVPD",
  "elements": ["Cr", "C", "C", "C", "C", "C", "C", "C", "Se", "C", "C", "C", "C", "C", "C", "O", "C", "C", "C", "C", "C", "C", "C", "C", "C", "O", "C", "C", "C", "C", "C", "C", "H", "H", "H", "H", "H", "H", "H", "H", "H", "H", "H", "H", "H", "H", "H", "H", "H", "H", "H", "H", "H", "H", "H", "H", "H", "H", "H", "H", "H", "H", "H", "H", "H", "H", "H", "H", "H", "H", "H", "H", "O", "C", "N", "C", "O", "C", "C", "C", "C", "C", "C", "H", "H", "H", "H", "C", "C", "C", "C", "C", "C", "C", "C", "N", "H", "H", "H", "H", "H", "H", "H", "H", "H"],
  "positions_angstrom": [[-0.33, -0.53, -0.73], [-4.30, -3.46, 5.14], [-2.91, -2.85, 5.37], [-2.03, -3.85, 6.13], [-3.07, -1.60, 6.22], [-2.27, -2.55, 4.02], [-1.91, -1.26, 3.63], [-1.35, -1.05, 2.39], [-0.84, 0.69, 1.81], [-2.47, 1.29, 1.04], [-3.49, 1.83, 1.81], [-4.63, 2.34, 1.19], [-4.65, 2.35, -0.20], [-3.64, 1.87, -1.03], [-2.58, 1.26, -0.35], [-1.61, 0.59, -1.05], [-3.78, 2.05, -2.54], [-4.76, 0.99, -3.07], [-4.35, 3.45, -2.84], [-2.46, 1.95, -3.32], [-5.81, 2.90, 1.98], [-7.06, 2.09, 1.63], [-5.58, 2.82, 3.48], [-6.02, 4.37, 1.59], [-1.12, -2.12, 1.53], [-0.54, -1.89, 0.32], [-1.46, -3.43, 1.87], [-2.03, -3.60, 3.12], [-1.22, -4.61, 0.92], [0.28, -4.74, 0.60], [-1.67, -5.93, 1.56], [-2.03, -4.41, -0.37], [-4.77, -3.69, 6.09], [-4.94, -2.77, 4.60], [-4.24, -4.39, 4.57], [-2.47, -4.06, 7.11], [-1.94, -4.80, 5.61], [-1.03, -3.45, 6.29], [-3.53, -1.86, 7.17], [-2.11, -1.12, 6.44], [-3.72, -0.86, 5.74], [-2.06, -0.42, 4.30], [-3.38, 1.85, 2.88], [-5.52, 2.78, -0.68], [-5.75, 1.12, -2.63], [-4.86, 1.08, -4.15], [-4.42, -0.01, -2.83], [-5.33, 3.61, -2.41], [-3.68, 4.22, -2.47], [-4.44, 3.57, -3.92], [-2.03, 0.96, -3.32], [-2.65, 2.24, -4.35], [-1.71, 2.64, -2.92], [-6.94, 1.04, 1.89], [-7.92, 2.48, 2.17], [-7.29, 2.14, 0.56], [-5.45, 1.79, 3.82], [-4.71, 3.41, 3.80], [-6.45, 3.23, 4.00], [-6.26, 4.48, 0.54], [-6.84, 4.79, 2.17], [-5.13, 4.96, 1.80], [-2.32, -4.59, 3.43], [0.86, -4.91, 1.51], [0.43, -5.59, -0.06], [0.67, -3.85, 0.11], [-1.13, -6.14, 2.48], [-2.74, -5.94, 1.76], [-1.46, -6.74, 0.86], [-1.68, -3.55, -0.93], [-1.92, -5.29, -1.00], [-3.09, -4.28, -0.14], [1.71, 0.79, -2.71], [2.12, 0.72, -1.59], [1.39, 0.18, -0.51], [2.19, 0.13, 0.65], [1.87, -0.38, 1.69], [3.49, 0.77, 0.29], [4.60, 1.00, 1.07], [5.68, 1.62, 0.45], [5.63, 1.99, -0.89], [4.51, 1.75, -1.67], [3.44, 1.13, -1.04], [4.63, 0.71, 2.11], [6.57, 1.83, 1.03], [6.49, 2.48, -1.33], [4.46, 2.03, -2.71], [2.39, -2.58, -2.44], [1.21, -2.88, -3.29], [1.27, -3.81, -4.32], [0.16, -4.07, -5.11], [-1.04, -3.42, -4.89], [-1.17, -2.47, -3.89], [-2.47, -1.77, -3.66], [-0.03, -2.21, -3.11], [-0.13, -1.34, -2.08], [3.16, -3.34, -2.57], [2.13, -2.54, -1.38], [2.83, -1.62, -2.71], [2.20, -4.33, -4.50], [0.23, -4.80, -5.90], [-1.90, -3.65, -5.51], [-3.30, -2.46, -3.83], [-2.58, -0.94, -4.35], [-2.55, -1.38, -2.64]],
  "total_charge": 1,
  "fmax_ev_per_a": 1.12,
  "e_homo_ev": [-11.12, -11.12],
  "orbital_gap_ev": [6.321, 6.324],
  "lumo_ha": [-0.17633, -0.17627]
}

=====

[2]
{
  "formula": "H12HeO6Xe",
  "method": "wB97M-V/def2-TZVPD",
  "elements": ["He", "Xe", "O", "H", "H", "O", "H", "H", "O", "H", "H", "O", "H", "H", "O", "H", "H", "O", "H", "H"],
  "positions_angstrom": [[-1.36, 2.74, 1.15], [-0.46, 0.48, -0.52], [-3.89, -1.63, 0.54], [-3.97, -0.77, 0.96], [-3.06, -1.98, 0.88], [2.14, 2.56, -3.48], [2.38, 1.85, -2.88], [2.81, 3.23, -3.35], [-0.20, 4.31, -2.28], [-1.05, 3.88, -2.17], [0.40, 3.61, -2.54], [-1.59, -3.06, 1.40], [-0.94, -2.46, 1.77], [-1.68, -3.75, 2.05], [0.23, -1.29, 2.66], [0.87, -1.20, 1.95], [0.68, -1.84, 3.31], [2.69, -1.80, 0.41], [3.41, -1.23, 0.67], [2.59, -1.66, -0.53]],
  "fmax_ev_per_a": 0.79,
  "e_homo_ev": -10.59,
  "orbital_gap_ev": 10.489,
  "lumo_ha": -0.00360
}

=====

[3]
{
  "formula": "C5H15N3O",
  "method": "wB97M-V/def2-TZVPD",
  "elements": ["C", "C", "C", "C", "C", "O", "H", "H", "H", "H", "H", "H", "H", "H", "H", "H", "N", "N", "N", "H", "H", "H", "H", "H"],
  "positions_angstrom": [[1.82, 0.12, 0.97], [-1.24, 1.20, -1.76], [1.43, -1.27, 0.50], [2.84, 0.76, 0.04], [-1.52, 1.01, -0.29], [-1.42, 1.87, 0.56], [2.23, 0.06, 1.98], [-0.94, 2.23, -1.92], [-2.13, 0.98, -2.34], [-0.45, 0.53, -2.07], [1.00, -1.23, -0.51], [2.30, -1.92, 0.47], [0.69, -1.72, 1.16], [2.44, 0.86, -0.96], [3.11, 1.75, 0.40], [3.74, 0.15, -0.01], [-1.91, -0.25, 0.05], [-2.03, -1.27, -0.88], [-2.19, -0.58, 1.40], [0.93, 0.76, 1.02], [-2.98, -1.64, -0.88], [-1.40, -2.03, -0.64], [-1.38, -0.35, 1.97], [-2.96, -0.02, 1.74]],
  "fmax_ev_per_a": 1.23,
  "smiles": "CC(=O)N(N)N.CCC",
  "e_homo_ev": -9.74,
  "orbital_gap_ev": 10.683,
  "lumo_ha": 0.03457
}

=====

[4]
{
  "formula": "C22H24N4O3",
  "method": "wB97M-V/def2-TZVPD",
  "elements": ["O", "C", "N", "C", "C", "C", "C", "C", "C", "H", "H", "N", "C", "H", "H", "C", "C", "C", "H", "C", "H", "H", "C", "H", "H", "H", "H", "H", "H", "H", "H", "H", "H", "C", "N", "C", "N", "O", "C", "O", "C", "C", "C", "C", "C", "C", "H", "H", "H", "H", "H", "H", "H"],
  "positions_angstrom": [[0.57, 1.71, 3.70], [1.44, 0.89, 3.53], [2.01, 0.56, 2.35], [1.50, 0.78, 1.06], [0.39, 1.59, 0.81], [-0.12, 1.69, -0.47], [0.45, 1.01, -1.55], [1.59, 0.23, -1.28], [2.10, 0.12, -0.01], [2.97, -0.49, 0.17], [2.11, -0.27, -2.08], [-0.08, 1.09, -2.82], [-0.96, 2.17, -3.18], [-0.77, 2.45, -4.22], [-0.72, 3.04, -2.57], [-2.44, 1.81, -3.00], [-2.97, 0.91, -4.11], [-2.15, -0.37, -4.30], [-2.04, -0.88, -3.34], [-0.76, -0.11, -4.89], [-0.82, 0.72, -5.60], [-0.44, -0.99, -5.46], [0.32, 0.15, -3.84], [0.54, -0.80, -3.35], [1.23, 0.49, -4.35], [-2.70, -1.03, -4.97], [-4.00, 0.63, -3.88], [-2.98, 1.46, -5.06], [-2.56, 1.31, -2.04], [-3.03, 2.73, -2.98], [-0.99, 2.30, -0.61], [-0.08, 2.12, 1.62], [2.80, -0.07, 2.37], [2.02, 0.10, 4.72], [2.18, -1.30, 4.41], [1.42, -2.14, 3.63], [1.97, -3.30, 3.53], [3.14, -3.26, 4.27], [3.29, -2.04, 4.80], [4.22, -1.65, 5.46], [0.20, -1.75, 2.92], [0.07, -2.10, 1.58], [-1.03, -1.68, 0.87], [-2.02, -0.92, 1.48], [-1.90, -0.60, 2.83], [-0.80, -1.01, 3.55], [-0.72, -0.76, 4.60], [-2.67, -0.02, 3.31], [-2.87, -0.59, 0.92], [-1.12, -1.94, -0.18], [0.84, -2.68, 1.11], [1.36, 0.24, 5.57], [3.02, 0.48, 4.99]],
  "fmax_ev_per_a": 1.18,
  "smiles": "O=C(Cn1c(-c2ccccc2)noc1=O)Nc1ccc(N2CCCCCC2)cc1",
  "e_homo_ev": -7.45,
  "orbital_gap_ev": 8.054,
  "lumo_ha": 0.02206
}

=====

[5]
{
  "formula": "C5H7NO",
  "method": "wB97M-V/def2-TZVPD",
  "elements": ["O", "C", "C", "N", "C", "C", "C", "H", "H", "H", "H", "H", "H", "H"],
  "positions_angstrom": [[1.82, 1.22, -1.47], [0.67, 0.98, -1.44], [1.62, -1.07, 0.81], [0.38, -1.26, 0.63], [-0.51, -0.17, 0.98], [-1.38, 0.21, -0.22], [-0.61, 0.71, -1.42], [2.32, -1.86, 0.55], [2.04, -0.14, 1.21], [0.03, 0.72, 1.36], [-1.17, -0.52, 1.78], [-2.09, 0.99, 0.11], [-1.97, -0.66, -0.51], [-1.13, 0.86, -2.37]],
  "fmax_ev_per_a": 0.95,
  "smiles": "C=NCCC=C=O",
  "e_homo_ev": -8.84,
  "orbital_gap_ev": 9.701,
  "lumo_ha": 0.03169
}

=====

[6]
{
  "formula": "C43H66OP3S3SiTi",
  "method": "wB97M-V/def2-TZVPD",
  "elements": ["Ti", "C", "C", "C", "P", "C", "C", "C", "C", "C", "C", "C", "C", "C", "Si", "C", "C", "C", "C", "C", "C", "P", "C", "C", "C", "C", "C", "C", "C", "C", "C", "C", "C", "C", "P", "C", "C", "C", "C", "C", "C", "H", "H", "H", "H", "H", "H", "H", "H", "H", "H", "H", "H", "H", "H", "H", "H", "H", "H", "H", "H", "H", "H", "H", "H", "H", "H", "H", "H", "H", "H", "H", "H", "H", "H", "H", "H", "H", "H", "H", "H", "H", "H", "H", "H", "H", "H", "H", "H", "H", "H", "H", "H", "H", "H", "C", "C", "S", "C", "C", "S", "C", "C", "S", "H", "H", "H", "H", "H", "H", "H", "H", "H", "H", "H", "H", "O", "C"],
  "positions_angstrom": [[-0.26, -0.99, -0.12], [2.51, -0.89, -4.01], [1.08, -0.99, -3.47], [0.11, -1.24, -4.62], [0.43, 0.34, -2.32], [-0.68, 1.43, -3.32], [0.06, 2.08, -4.50], [-1.28, 2.54, -2.47], [1.73, 1.47, -1.77], [2.75, 1.87, -2.64], [3.77, 2.69, -2.21], [3.80, 3.13, -0.90], [2.78, 2.77, -0.03], [1.72, 1.96, -0.45], [0.37, 1.91, 0.86], [1.21, 1.67, 2.49], [1.31, 2.72, 3.40], [2.04, 2.59, 4.57], [2.68, 1.39, 4.85], [2.57, 0.33, 3.96], [1.84, 0.46, 2.77], [1.71, -1.01, 1.69], [3.38, -1.46, 1.03], [3.55, -0.98, -0.40], [4.56, -1.02, 1.89], [1.09, -2.36, 2.83], [2.19, -3.28, 3.40], [0.18, -1.86, 3.95], [-0.68, 3.45, 0.76], [-0.15, 4.74, 0.68], [-0.99, 5.85, 0.65], [-2.37, 5.68, 0.70], [-2.92, 4.41, 0.76], [-2.07, 3.30, 0.79], [-2.66, 1.61, 0.88], [-3.25, 1.25, 2.55], [-2.20, 1.54, 3.62], [-4.53, 2.05, 2.84], [-4.04, 1.18, -0.26], [-3.67, 0.11, -1.29], [-4.73, 2.36, -0.95], [2.77, -1.86, -4.43], [3.25, -0.65, -3.25], [2.59, -0.17, -4.82], [1.04, -1.88, -2.82], [0.16, -0.45, -5.37], [-0.93, -1.36, -4.31], [0.39, -2.17, -5.12], [-1.47, 0.77, -3.70], [0.72, 2.87, -4.14], [-0.67, 2.54, -5.16], [0.66, 1.39, -5.10], [-0.50, 3.22, -2.12], [-1.80, 2.16, -1.59], [-1.98, 3.11, -3.07], [2.75, 1.53, -3.66], [4.55, 2.99, -2.91], [4.61, 3.76, -0.55], [2.83, 3.13, 0.98], [0.82, 3.66, 3.20], [2.12, 3.41, 5.26], [3.25, 1.27, 5.75], [3.06, -0.60, 4.21], [3.35, -2.56, 1.01], [3.63, 0.11, -0.46], [2.72, -1.29, -1.05], [4.47, -1.40, -0.81], [4.60, 0.06, 1.98], [5.48, -1.36, 1.42], [4.54, -1.45, 2.89], [0.46, -2.98, 2.18], [2.77, -2.78, 4.16], [2.86, -3.67, 2.65], [1.71, -4.13, 3.88], [0.71, -1.25, 4.67], [-0.20, -2.73, 4.48], [-0.67, -1.29, 3.57], [0.92, 4.90, 0.63], [-0.57, 6.84, 0.60], [-3.02, 6.55, 0.69], [-3.99, 4.30, 0.79], [-3.49, 0.18, 2.53], [-1.91, 2.59, 3.60], [-1.30, 0.94, 3.50], [-2.63, 1.33, 4.60], [-4.30, 3.11, 2.95], [-4.95, 1.70, 3.78], [-5.31, 1.94, 2.08], [-4.76, 0.72, 0.43], [-3.03, 0.50, -2.08], [-4.58, -0.26, -1.75], [-3.18, -0.75, -0.81], [-4.04, 2.99, -1.49], [-5.29, 2.98, -0.25], [-5.45, 1.96, -1.66], [-2.92, -3.80, -1.55], [-2.08, -4.77, -2.34], [-0.67, -3.97, -3.12], [0.74, -4.99, -2.67], [1.73, -4.39, -1.68], [1.07, -3.60, -0.19], [-0.10, -4.83, 0.42], [-1.45, -4.26, 0.86], [-2.16, -2.94, -0.14], [-3.79, -4.31, -1.12], [-3.32, -3.00, -2.18], [-2.72, -5.19, -3.12], [-1.76, -5.61, -1.72], [1.30, -5.19, -3.59], [0.39, -5.97, -2.33], [2.35, -3.63, -2.16], [2.42, -5.17, -1.34], [0.35, -5.33, 1.28], [-0.23, -5.58, -0.35], [-1.39, -3.84, 1.87], [-2.20, -5.05, 0.90], [-1.14, -0.55, 1.36], [-1.11, 0.68, 0.68]],
  "total_charge": 3,
  "fmax_ev_per_a": 0.61,
  "e_homo_ev": -16.17,
  "orbital_gap_ev": 7.325,
  "lumo_ha": -0.32489
}

=====

[7]
{
  "formula": "C32H39CoN2O3P2S2",
  "method": "wB97M-V/def2-TZVPD",
  "elements": ["Co", "C", "P", "C", "N", "C", "C", "C", "C", "C", "C", "N", "C", "P", "C", "C", "C", "C", "C", "C", "C", "C", "C", "H", "H", "H", "H", "H", "H", "H", "H", "H", "H", "H", "H", "H", "H", "H", "H", "H", "H", "H", "H", "H", "H", "H", "H", "H", "H", "H", "H", "C", "C", "C", "C", "C", "C", "C", "C", "C", "C", "C", "C", "C", "C", "H", "H", "H", "H", "H", "H", "H", "H", "H", "H", "H", "O", "S", "O", "O", "S"],
  "positions_angstrom": [[1.44, 1.07, 0.37], [-0.97, 1.86, -2.05], [0.59, 0.97, -1.74], [0.06, -0.79, -2.02], [-0.72, -1.13, -3.01], [-1.07, -2.44, -3.11], [-1.92, -2.85, -4.17], [-2.26, -4.16, -4.29], [-1.78, -5.12, -3.37], [-0.96, -4.75, -2.34], [-0.59, -3.39, -2.20], [0.22, -3.03, -1.16], [0.52, -1.76, -1.06], [1.58, -1.12, 0.33], [3.24, -1.61, -0.28], [1.31, -2.28, 1.76], [-0.19, -2.45, 2.05], [1.97, -1.62, 2.98], [1.94, -3.65, 1.53], [1.62, 1.39, -3.23], [2.91, 0.57, -3.12], [0.94, 1.11, -4.57], [1.95, 2.88, -3.11], [-1.38, 1.62, -3.03], [-0.76, 2.92, -1.97], [-1.68, 1.60, -1.26], [-2.28, -2.10, -4.86], [-2.91, -4.48, -5.10], [-2.06, -6.16, -3.48], [-0.58, -5.47, -1.63], [3.24, -2.63, -0.67], [3.94, -1.50, 0.54], [3.54, -0.90, -1.05], [-0.65, -1.51, 2.35], [-0.31, -3.17, 2.87], [-0.73, -2.83, 1.19], [1.62, -0.60, 3.14], [3.06, -1.59, 2.88], [1.73, -2.21, 3.87], [1.53, -4.16, 0.66], [1.74, -4.27, 2.41], [3.02, -3.58, 1.42], [2.71, -0.51, -3.14], [3.46, 0.83, -2.21], [3.55, 0.80, -3.98], [0.56, 0.10, -4.66], [1.68, 1.27, -5.36], [0.11, 1.80, -4.74], [2.34, 3.14, -2.13], [1.08, 3.50, -3.33], [2.72, 3.12, -3.85], [-5.57, 0.68, 2.44], [-5.14, -0.18, 1.44], [-3.82, -0.15, 1.02], [-2.89, 0.74, 1.56], [-3.34, 1.61, 2.57], [-4.66, 1.57, 2.99], [-1.50, 0.68, 1.04], [-0.36, 1.29, 1.41], [-0.30, 2.21, 2.55], [-0.30, 3.60, 2.36], [-0.22, 4.46, 3.44], [-0.13, 3.97, 4.74], [-0.09, 2.60, 4.93], [-0.17, 1.73, 3.85], [-6.60, 0.66, 2.77], [-5.83, -0.89, 0.99], [-3.49, -0.83, 0.24], [-2.66, 2.32, 3.01], [-4.99, 2.26, 3.76], [-1.44, -0.02, 0.20], [-0.35, 3.99, 1.35], [-0.22, 5.53, 3.26], [-0.05, 4.65, 5.57], [0.00, 2.20, 5.94], [-0.16, 0.66, 4.02], [4.06, 2.60, -0.57], [3.30, 2.92, 0.63], [1.81, 2.99, 0.27], [3.72, 4.11, 1.32], [3.26, 1.27, 1.83]],
  "total_charge": -1,
  "fmax_ev_per_a": 0.49,
  "spin_multiplicity": 2,
  "e_homo_ev": [-3.94, -4.77],
  "orbital_gap_ev": [5.270, 6.110],
  "lumo_ha": [0.04891, 0.04914],
  "s_squared": 0.7696
}

=====

[8]
{
  "formula": "C3H2NO2S",
  "method": "wB97M-V/def2-TZVPD",
  "elements": ["C", "C", "C", "N", "O", "O", "S", "H", "H"],
  "positions_angstrom": [[-0.48, 0.11, -1.43], [0.42, 0.87, 0.50], [0.24, -0.63, 1.03], [0.33, 0.98, -0.84], [1.11, -1.43, 0.82], [0.59, 1.78, 1.25], [-1.40, -1.03, -0.69], [-0.20, 0.17, -2.44], [-0.62, -0.81, 1.80]],
  "total_charge": -1,
  "fmax_ev_per_a": 3.25,
  "e_homo_ev": -4.18,
  "orbital_gap_ev": 7.856,
  "lumo_ha": 0.13509
}

=====

[9]
{
  "formula": "C2H5NO2",
  "method": "wB97M-V/def2-TZVPD",
  "elements": ["O", "C", "O", "C", "N", "H", "H", "H", "H", "H"],
  "positions_angstrom": [[0.87, 1.22, -1.19], [-0.04, 0.68, -0.67], [-1.17, 1.28, -0.25], [-0.03, -0.79, -0.26], [0.63, -0.83, 1.05], [-1.19, 2.21, -0.57], [-1.01, -1.25, -0.18], [0.53, -1.37, -0.99], [0.11, -1.08, 1.86], [1.29, -0.08, 1.20]],
  "fmax_ev_per_a": 1.44,
  "smiles": "NCC(=O)O",
  "e_homo_ev": -9.28,
  "orbital_gap_ev": 10.002,
  "lumo_ha": 0.02664
}

=====

[10]
{
  "formula": "C2H6NO2S2",
  "method": "wB97M-V/def2-TZVPD",
  "elements": ["N", "C", "O", "O", "H", "H", "C", "S", "S", "H", "H", "H", "H"],
  "positions_angstrom": [[0.62, 0.12, -3.23], [-0.09, 0.31, -2.10], [-0.83, -0.60, -1.64], [-0.09, 1.39, -1.48], [1.32, 0.81, -3.46], [0.80, -0.84, -3.50], [-1.52, 0.50, 1.14], [-0.51, -0.74, 2.00], [1.39, -0.02, 1.58], [-1.85, 1.27, 1.83], [-2.36, 0.03, 0.65], [-0.84, 0.96, 0.44], [1.72, -0.99, 0.72]],
  "fmax_ev_per_a": 1.18,
  "spin_multiplicity": 2,
  "e_homo_ev": [-8.58, -8.57],
  "orbital_gap_ev": [9.011, 5.328],
  "lumo_ha": [0.01593, -0.11920],
  "s_squared": 0.7580
}

=====

[11]
{
  "formula": "C3H9ClN2",
  "method": "wB97M-V/def2-TZVPD",
  "elements": ["C", "C", "C", "H", "H", "H", "H", "H", "H", "H", "H", "H", "N", "N", "Cl"],
  "positions_angstrom": [[-0.47, -0.92, 0.09], [0.17, 0.54, 0.32], [1.62, 0.23, 0.75], [-2.19, -1.32, -1.50], [-2.44, -0.91, 0.42], [0.21, -1.23, -0.80], [-0.22, -1.33, 1.03], [-0.39, 1.02, 1.21], [0.10, 2.30, -0.81], [-0.96, 1.02, -1.32], [2.17, 1.21, 0.98], [1.57, -0.53, 1.54], [-1.82, -0.79, -0.41], [-0.07, 1.24, -0.89], [2.71, -0.55, -0.61]],
  "fmax_ev_per_a": 5.76,
  "smiles": "NC[C@H](N)CCl",
  "e_homo_ev": -8.83,
  "orbital_gap_ev": 9.669,
  "lumo_ha": 0.03095
}

=====

[12]
{
  "formula": "C2H2FI",
  "method": "wB97M-V/def2-TZVPD",
  "elements": ["C", "C", "F", "I", "H", "H"],
  "positions_angstrom": [[0.75, -0.43, -0.12], [-0.51, -0.18, 0.06], [-0.63, 2.07, -0.05], [-2.43, -0.78, -0.05], [1.38, -1.20, 0.08], [1.44, 0.51, 0.08]],
  "fmax_ev_per_a": 5.35,
  "e_homo_ev": [-10.34, -10.34],
  "orbital_gap_ev": [8.679, 8.680],
  "lumo_ha": [-0.06094, -0.06094]
}